{"formula": "C3H9FN3", "method": "ωB97M-V/def2-TZVPD", "symbols": ["C", "C", "C", "N", "N", "N", "F", "H", "H", "H", "H", "H", "H", "H", "H", "H"], "xyz": [[-1.0632, -0.6202, -1.1569], [0.1851, -0.8835, -0.5310], [0.2628, 0.0631, 1.1684], [-1.2180, 0.2256, -2.2455], [1.5122, -0.2402, 1.7093], [0.0355, 1.3905, 0.9219], [1.3237, -0.4219, -1.0281], [-2.0367, -1.0135, -0.6930], [0.2897, -1.8132, -0.0100], [-0.5585, -0.3845, 1.6810], [-2.1843, 0.2729, -2.4207], [2.4291, 0.0419, 1.2387], [1.6204, -1.1309, 2.2248], [0.7271, 2.0637, 1.2895], [-0.8475, 1.8038, 0.5855], [-0.4776, 0.6464, -2.7340]], "nbo_charge": [-0.193, 0.367, 0.108, -0.679, -0.781, -0.713, -0.289, 0.236, 0.191, 0.226, 0.416, 0.422, 0.417, 0.422, 0.427, 0.422], "largest_force_ev_per_a": 3.4, "total_charge": 1, "s2": 2.0060, "homo_lumo_gap_ev": [7.74, 7.20], "lumo_energy_ev": [-2.8, -7.0], "homo_energy_ev": [-10.539, -14.200], "spin_multiplicity": 3, "e_above_lowest_kj_mol": 0.0, "total_energy_ha": -383.44789}